{"formula": "C43H48N3O2", "method": "the ωB97M-V functional and the def2-TZVPD basis", "elements": ["C", "C", "C", "C", "C", "C", "N", "C", "C", "C", "C", "C", "C", "C", "C", "C", "C", "O", "N", "C", "C", "C", "C", "C", "C", "C", "C", "C", "C", "C", "C", "C", "C", "H", "H", "H", "H", "H", "H", "H", "H", "H", "H", "H", "H", "H", "H", "H", "H", "H", "H", "H", "H", "H", "H", "H", "H", "H", "H", "H", "H", "H", "H", "H", "H", "C", "C", "N", "C", "C", "C", "C", "C", "C", "C", "C", "C", "C", "C", "O", "H", "H", "H", "H", "H", "H", "H", "H", "H", "H", "H", "H", "H", "H", "H", "H"], "xyz": [[0.5260, -6.3944, 2.5317], [-0.0655, -5.4366, 1.5373], [0.7239, -4.8982, 0.5191], [0.1885, -4.0227, -0.4348], [0.9897, -3.6788, -1.6490], [-1.1256, -3.5647, -0.2465], [-1.7059, -2.6275, -1.1573], [-1.3501, -1.3397, -1.4316], [-0.1080, -0.6421, -1.0785], [0.3225, -0.4075, 0.3149], [1.7849, -0.4304, 0.4536], [-0.5052, -0.8545, 1.4018], [-1.9048, -0.6721, 1.4358], [-2.6465, -1.1414, 2.5173], [-2.0141, -1.8475, 3.5518], [-0.6411, -2.0924, 3.4959], [0.1149, -1.5478, 2.4758], [0.6691, -0.2977, -2.0060], [-2.0075, -0.9789, -2.5709], [-1.7119, 0.1363, -3.4021], [-1.7535, 1.4248, -2.8538], [-2.2673, 1.6398, -1.4678], [-1.2993, 2.4960, -3.6288], [-0.9127, 2.2983, -4.9561], [-0.4287, 3.4563, -5.7711], [-0.9644, 1.0160, -5.5013], [-1.3557, -0.0888, -4.7364], [-1.2995, -1.4563, -5.3355], [-2.9406, -1.9670, -2.8713], [-2.7474, -2.9825, -2.0234], [-1.9724, -4.1820, 0.6857], [-3.4303, -3.8687, 0.7754], [-1.4164, -5.0949, 1.5901], [-0.2042, -6.6314, 3.3146], [0.8281, -7.3356, 2.0483], [1.4207, -5.9663, 3.0051], [1.7730, -5.1913, 0.4337], [0.4241, -3.8325, -2.5796], [1.3612, -2.6481, -1.6414], [1.8643, -4.3424, -1.6884], [2.0940, -0.1148, 1.4488], [2.1878, -1.4492, 0.2796], [2.2233, 0.2162, -0.3064], [-2.3875, -0.1264, 0.6184], [-3.7295, -0.9897, 2.5375], [-2.6014, -2.2548, 4.3744], [-0.1398, -2.7201, 4.2352], [1.1945, -1.7142, 2.4415], [-2.4365, 2.7075, -1.2912], [-3.2114, 1.1100, -1.2746], [-1.5350, 1.2996, -0.7201], [-1.2592, 3.4952, -3.1867], [-0.5258, 3.2412, -6.8384], [-1.0031, 4.3570, -5.5338], [0.6266, 3.6756, -5.5650], [-0.6733, 0.8538, -6.5415], [-0.9802, -1.3558, -6.3781], [-0.5705, -2.1104, -4.8379], [-2.2716, -1.9604, -5.3443], [-3.6028, -1.8697, -3.7097], [-3.2043, -3.9541, -1.9793], [-3.8391, -4.3759, 1.6589], [-3.6112, -2.7957, 0.9085], [-3.9961, -4.2251, -0.0954], [-2.0596, -5.5375, 2.3559], [6.1187, 3.5463, 0.9376], [5.0745, 2.4678, 0.6936], [3.8702, 2.6879, 1.5077], [2.6693, 2.5185, 0.9588], [1.4855, 2.4328, 1.7021], [0.2343, 2.2818, 1.1116], [-0.8431, 3.0890, 1.6597], [-1.5814, 4.0013, 0.8636], [-2.4608, 4.9038, 1.4564], [-2.5951, 4.9440, 2.8523], [-1.8361, 4.0746, 3.6532], [-1.0059, 3.1307, 3.0657], [4.0219, 2.9328, 2.9363], [5.4737, 3.3099, 3.1864], [5.9232, 4.2300, 2.1759], [7.1096, 3.0597, 0.9581], [6.0853, 4.3038, 0.1431], [4.7593, 2.4568, -0.3548], [5.5095, 1.4883, 0.9599], [2.6471, 2.4131, -0.1305], [1.5441, 2.5654, 2.7903], [0.1331, 1.8847, 0.1133], [-1.3866, 4.0281, -0.2117], [-3.0305, 5.5909, 0.8281], [-3.2609, 5.6697, 3.3223], [-1.8906, 4.1337, 4.7433], [-0.4341, 2.4249, 3.6737], [3.3513, 3.7475, 3.2554], [3.7633, 2.0313, 3.5144], [5.5720, 3.8636, 4.1302], [6.0785, 2.3802, 3.1913]], "forces_ev_per_a": [[0.07, -0.16, 0.19], [-0.03, 0.22, -0.07], [-0.41, 0.14, -0.21], [-0.10, 0.05, 0.45], [0.61, 0.14, -0.23], [0.04, -0.99, 0.52], [-0.85, 0.94, -0.75], [-0.08, -1.29, -2.13], [3.11, 1.81, 2.88], [-1.85, -1.37, -2.40], [0.71, -0.04, -0.03], [-0.13, -0.50, 0.97], [0.28, 0.05, 0.20], [0.25, -0.21, 0.20], [-0.38, -0.18, -0.18], [0.00, 0.20, 0.09], [-0.25, 0.05, -0.43], [-1.09, -0.60, -0.22], [-0.83, -1.06, 1.19], [-0.01, 1.11, -0.52], [0.10, -0.08, -0.44], [0.04, 0.33, 0.43], [-0.25, -0.56, 0.04], [0.09, -0.14, 0.22], [0.07, 0.22, -0.18], [-0.20, -0.10, 0.34], [0.24, 0.44, 0.35], [0.13, -0.32, -0.57], [0.43, 0.59, -0.33], [0.66, -0.21, 0.46], [0.54, 0.21, 0.40], [-0.55, -0.02, 0.40], [0.10, 0.11, -0.32], [0.23, 0.01, -0.14], [-0.09, 0.27, 0.12], [-0.23, -0.11, -0.10], [-0.32, 0.00, -0.05], [0.04, 0.10, 0.27], [-0.12, -0.13, -0.11], [-0.23, 0.21, -0.06], [0.16, 0.06, 0.00], [-0.04, 0.35, 0.06], [0.20, -0.03, 0.00], [0.07, -0.15, 0.42], [0.37, 0.01, 0.09], [0.10, 0.14, -0.19], [-0.27, 0.27, -0.02], [-0.45, -0.06, 0.07], [-0.10, -0.37, -0.12], [0.24, 0.10, -0.11], [-0.32, 0.09, -0.17], [-0.12, -0.26, -0.19], [0.03, 0.13, 0.12], [0.10, -0.09, -0.12], [-0.17, -0.08, -0.03], [-0.08, 0.09, 0.29], [-0.06, -0.15, 0.17], [-0.20, 0.18, 0.06], [0.26, 0.06, -0.05], [-0.12, 0.04, 0.07], [0.04, 0.07, 0.00], [0.01, 0.16, -0.25], [0.02, -0.26, -0.22], [0.11, 0.10, 0.29], [0.21, 0.13, -0.28], [0.54, 0.51, 0.14], [-0.23, -0.24, 0.22], [-0.95, -0.01, -0.89], [0.42, -0.97, 0.39], [-0.29, -0.29, 0.09], [1.25, 1.46, -0.61], [-1.18, 0.03, 1.30], [0.54, -0.65, 0.18], [0.04, -0.06, 0.37], [0.34, -0.17, -0.16], [-0.25, 0.01, -0.08], [0.02, 0.20, -0.48], [0.07, 0.05, 0.34], [0.42, 0.53, -0.16], [-0.44, -0.89, 0.11], [-0.20, 0.27, -0.20], [0.12, -0.15, 0.34], [0.18, -0.16, 0.22], [-0.41, 0.21, -0.18], [-0.02, 0.01, 0.39], [-0.12, 0.37, -0.58], [0.34, 0.45, -0.35], [-0.18, 0.03, 0.41], [0.20, -0.18, 0.22], [0.19, -0.23, -0.19], [-0.12, -0.04, -0.39], [-0.29, 0.25, -0.08], [0.21, -0.25, -0.31], [0.01, 0.16, -0.12], [0.02, -0.50, -0.20], [0.06, 0.56, 0.12]], "total_charge": 1, "homo_lumo_gap_ha": 0.1805, "multiplicity": 1, "lumo_ev": -3.8}

***

{"formula": "C4H6N2O", "method": "the ωB97M-V functional and the def2-TZVPD basis", "elements": ["C", "C", "N", "C", "C", "O", "N", "H", "H", "H", "H", "H", "H"], "xyz": [[2.1462, -0.2318, 0.1421], [0.7222, 0.0411, -0.2041], [0.1506, -0.2282, -1.3455], [-1.2026, -0.0318, -1.1490], [-1.4307, 0.2940, 0.1512], [-2.5475, 0.2448, 0.9138], [-0.1995, 0.4142, 0.7467], [2.5237, -0.9450, -0.5937], [2.2184, -0.6948, 1.1338], [2.7748, 0.6623, 0.1264], [-1.9425, -0.2029, -1.9193], [-3.2176, -0.1974, 0.3762], [0.0046, 0.8756, 1.6216]], "forces_ev_per_a": [[0.12, 0.07, -0.05], [0.11, -0.04, -0.10], [0.16, 0.15, 0.21], [-0.27, -0.14, 0.05], [0.24, -0.29, -0.24], [-0.31, 0.48, -0.06], [-0.07, -0.20, 0.02], [0.04, 0.17, 0.08], [0.00, 0.13, -0.18], [-0.02, -0.06, 0.00], [0.15, -0.07, 0.06], [0.00, 0.17, 0.23], [-0.15, -0.37, -0.03]], "total_charge": 0, "homo_lumo_gap_ha": 0.3213, "multiplicity": 1, "smiles": "Cc1ncc(O)[nH]1", "lumo_ev": 0.7, "de_lowest_kcal_mol": 18.7}

***

{"formula": "C10H16ClHfNdS", "method": "the ωB97M-V functional and the def2-TZVPD basis", "elements": ["Nd", "Cl", "C", "H", "H", "H", "Hf", "C", "C", "C", "H", "H", "H", "H", "H", "H", "H", "H", "S", "C", "C", "C", "C", "C", "C", "H", "H", "H", "H", "H"], "xyz": [[0.5422, -1.2317, -0.0658], [0.2015, 1.0492, -1.3671], [-1.6219, -1.0502, 0.5861], [-1.9969, -1.6654, 1.4121], [-2.2492, -1.3344, -0.2785], [-1.7684, 0.0191, 0.8023], [0.4510, 0.5634, -3.6519], [-1.3583, 1.1398, -4.6433], [2.2059, 1.7012, -4.0181], [0.8602, -1.3860, -4.2315], [3.0105, 1.3431, -3.3683], [2.4854, 1.4373, -5.0680], [2.1627, 2.7861, -3.9221], [-2.2128, 0.5384, -4.3213], [-1.6624, 2.1868, -4.6212], [-1.1520, 0.8619, -5.7103], [0.1909, -2.1025, -4.7475], [1.8396, -1.8525, -4.4458], [1.7435, 0.1999, 1.8307], [0.7635, -0.0026, 3.2516], [1.2252, -0.8893, 4.2476], [0.3906, -1.1896, 5.3253], [-0.8621, -0.5538, 5.4195], [-1.2512, 0.4218, 4.4916], [-0.4157, 0.7289, 3.4249], [2.1763, -1.3881, 4.0789], [0.7084, -1.9246, 6.0810], [-1.5037, -0.8007, 6.2618], [-2.2004, 0.9415, 4.5730], [-0.7023, 1.4529, 2.6746]], "forces_ev_per_a": [[0.84, -0.08, -0.30], [-0.36, 0.75, 1.92], [-0.79, -0.25, -0.03], [0.13, 0.21, 0.17], [0.06, 0.27, 0.01], [-0.19, -0.26, 0.04], [0.10, -1.85, -1.26], [-0.71, 0.31, -1.18], [1.11, 0.64, -0.97], [0.20, -0.78, 0.15], [0.13, -0.04, -0.02], [0.03, 0.27, 0.53], [0.05, 0.11, -0.09], [-0.08, -0.08, -0.03], [-0.05, 0.10, -0.07], [-0.25, 0.20, 0.54], [-0.28, 0.38, 0.45], [0.05, 0.44, 0.38], [0.68, 0.08, -1.09], [0.01, -0.18, 0.96], [-0.95, -0.02, -0.29], [-0.16, 0.26, -0.11], [0.34, 0.03, 0.15], [0.38, -0.29, 0.22], [0.05, -0.74, 0.08], [-0.15, 0.07, 0.21], [-0.24, 0.45, -0.39], [0.01, 0.07, -0.19], [0.07, -0.12, 0.17], [-0.02, 0.04, 0.01]], "total_charge": 0, "homo_lumo_gap_ha": [0.2121, 0.2152], "multiplicity": 4, "lumo_ev": [-1.1, -1.1]}

***

In order of appearance, calculated total energy = -53927.2886 -9272.6929 -50567.6680 eV.